(1)
C41H43IN3O2W | ωB97M-V/def2-TZVPD

Net charge   +1
Lowest unoccupied orbital energy   -5.45 eV

```
91
Properties=species:S:1:pos:R:3:lowdin_charge:R:1
W 0.462 -0.288 0.799 1.589
C 3.801 -3.130 0.492 -0.081
C 2.808 -3.888 -0.380 -0.346
C 1.811 -4.648 0.495 -0.054
C 2.245 -3.066 -1.545 -0.110
C 2.926 -3.237 -2.748 -0.025
C 2.514 -2.647 -3.928 -0.046
C 1.345 -1.918 -3.946 -0.021
C 0.605 -1.711 -2.785 -0.129
C -0.774 -1.091 -2.948 -0.374
C -1.785 -2.148 -3.416 -0.037
C -0.774 0.074 -3.936 -0.063
C 1.125 -2.213 -1.577 -0.152
N 0.366 -1.954 -0.339 -0.049
C -0.596 -2.959 -0.123 -0.448
O -0.824 -3.882 -0.846 0.153
C -1.335 -2.747 1.147 -0.162
C -2.201 -3.631 1.755 0.066
C -2.824 -3.216 2.923 0.025
C -2.606 -1.934 3.415 0.066
C -1.736 -1.121 2.723 -0.227
N -1.114 -1.542 1.640 -0.032
C -1.478 0.330 2.986 -0.499
O -1.958 0.901 3.920 0.168
N -0.739 0.911 1.935 -0.098
C -1.192 2.282 1.692 -0.173
C -0.423 3.406 2.007 -0.120
C -0.941 4.648 1.639 -0.015
C -2.179 4.782 1.041 -0.044
C -2.950 3.657 0.814 -0.035
C -2.477 2.390 1.131 -0.161
C -3.405 1.205 0.874 -0.357
C -4.614 1.273 1.813 -0.042
C -3.872 1.092 -0.583 -0.044
C 0.893 3.429 2.771 -0.352
C 2.081 2.878 1.993 -0.054
C 0.790 2.799 4.161 -0.051
H 4.185 -3.792 1.272 0.091
H 3.331 -2.288 0.986 -0.044
H 4.650 -2.766 -0.091 0.088
H 3.394 -4.654 -0.890 0.127
H 1.339 -3.993 1.237 0.057
H 2.352 -5.410 1.057 0.091
H 1.035 -5.141 -0.085 0.079
H 3.802 -3.876 -2.754 0.120
H 3.076 -2.804 -4.839 0.113
H 0.975 -1.526 -4.885 0.115
H -1.110 -0.705 -1.988 0.088
H -1.545 -2.468 -4.433 0.090
H -2.792 -1.724 -3.432 0.085
H -1.786 -3.031 -2.785 0.062
H -0.699 -0.282 -4.967 0.081
H 0.051 0.761 -3.759 0.068
H -1.710 0.631 -3.863 0.086
H -2.363 -4.603 1.309 0.141
H -3.501 -3.883 3.441 0.130
H -3.099 -1.546 4.295 0.142
H -0.358 5.534 1.859 0.119
H -2.556 5.763 0.779 0.113
H -3.939 3.765 0.384 0.118
H -2.866 0.280 1.081 0.099
H -5.241 2.131 1.561 0.087
H -4.314 1.378 2.856 0.080
H -5.229 0.376 1.709 0.085
H -4.272 2.036 -0.957 0.083
H -4.670 0.350 -0.659 0.087
H -3.070 0.779 -1.253 0.059
H 1.089 4.493 2.922 0.127
H 2.029 1.799 1.889 -0.010
H 3.009 3.072 2.534 0.095
H 2.161 3.310 0.993 0.092
H 0.585 1.732 4.110 0.022
H -0.001 3.261 4.752 0.093
H 1.736 2.925 4.691 0.088
I 1.820 -1.006 3.019 0.571
C 2.289 0.162 -0.080 -0.331
C 3.661 0.123 -0.094 -0.079
C 4.358 0.915 -1.032 -0.030
C 3.721 1.796 -1.880 0.017
C 2.317 1.956 -1.821 -0.157
C 1.526 2.933 -2.460 0.010
C 0.183 3.041 -2.162 -0.039
C -0.463 2.204 -1.233 -0.054
C 0.261 1.193 -0.630 -0.222
C 1.637 1.106 -0.934 -0.255
H 4.220 -0.481 0.607 0.088
H 5.439 0.858 -1.058 0.115
H 4.304 2.412 -2.555 0.125
H 1.979 3.624 -3.161 0.126
H -0.400 3.812 -2.650 0.120
H -1.502 2.381 -1.022 0.086
```



(2)
C16H14ClF2N3O7 | ωB97M-V/def2-TZVPD

Lowest unoccupied orbital energy   -1.35 eV
SMILES string   Nc1nc2ccccc2nc1CC(=O)Cl.O=C1OC[C@@H](F)O1.O=C1OC[C@@H](F)O1

```
43
Properties=species:S:1:pos:R:3:nbo_charge:R:1
N -2.164 -4.836 -1.991 -0.813
C -3.272 -3.822 -1.669 0.352
N -4.687 -4.266 -1.914 -0.423
C -5.636 -3.145 -1.594 0.144
C -7.255 -3.444 -1.855 -0.228
C -8.409 -2.320 -1.547 -0.216
C -7.990 -0.849 -0.952 -0.239
C -6.396 -0.564 -0.694 -0.199
C -5.209 -1.686 -1.019 0.105
N -3.790 -1.257 -0.772 -0.378
C -2.826 -2.352 -1.134 0.155
C -1.206 -2.011 -0.952 -0.534
C -1.095 -0.410 -0.488 0.549
O -0.831 0.471 -1.471 -0.520
Cl -1.360 0.142 1.300 -0.040
H -2.630 -5.769 -1.777 0.393
H -1.380 -4.774 -1.306 0.375
H -7.557 -4.512 -2.296 0.250
H -9.527 -2.606 -1.753 0.241
H -8.781 -0.019 -0.711 0.246
H -6.078 0.501 -0.264 0.250
H -0.698 -2.717 -0.146 0.251
H -0.689 -2.149 -2.008 0.280
O 4.505 0.481 2.750 -0.588
C 3.745 0.973 1.932 0.963
O 3.520 0.457 0.686 -0.477
C 2.489 1.235 0.111 -0.129
C 2.590 2.515 0.868 0.423
F 1.377 3.098 0.994 -0.325
O 3.023 2.109 2.147 -0.480
H 1.528 0.730 0.259 0.201
H 2.652 1.371 -0.961 0.216
H 3.305 3.230 0.447 0.189
O 5.398 3.521 -0.338 -0.587
C 6.167 3.593 0.605 0.968
O 7.481 3.214 0.555 -0.469
C 8.050 3.576 1.797 -0.131
C 6.860 3.629 2.694 0.435
F 7.026 4.561 3.660 -0.322
O 5.822 4.055 1.840 -0.478
H 8.549 4.546 1.698 0.204
H 8.784 2.835 2.123 0.213
H 6.595 2.667 3.145 0.174
```



Look up the lowest unoccupied orbital energy of the first one. -5.45 eV